Formula: C16H32ILiO8S4
Source: the OMol25 dataset
Level of theory: ωB97M-V with the def2-TZVPD basis set

```
62
Properties=species:S:1:pos:R:3:nbo_charge:R:1
Li -0.53749 -0.05692 -0.07119 0.84
I -3.20248 -0.39748 -0.20497 -0.91
C 0.92415 4.69133 1.45763 -0.42
C 0.18939 5.33028 0.18133 -0.42
C -0.16690 4.28194 -0.87647 -0.63
S 1.18759 2.93095 -0.66470 2.12
O 2.05535 2.90453 -1.79479 -0.95
O 0.54518 1.66176 -0.38239 -0.95
C 1.94980 3.86639 0.76648 -0.62
H 0.17302 4.05679 1.92802 0.24
H 1.23893 5.53738 2.06855 0.24
H 0.69199 6.18707 -0.26745 0.21
H -0.76832 5.79649 0.41270 0.22
H 0.01316 4.59741 -1.90416 0.24
H -1.17499 3.94382 -0.63663 0.25
H 2.73538 4.48692 0.33532 0.24
H 2.45981 3.04097 1.26315 0.25
C 0.38639 1.24362 -5.24269 -0.41
C 1.81437 0.89431 -4.98172 -0.42
C 1.84767 -0.29576 -3.98160 -0.67
S 0.14522 -0.61064 -3.44333 2.15
O 0.13929 -0.55859 -1.98376 -0.97
O -0.46348 -1.65152 -4.22453 -0.92
C -0.54306 0.99538 -4.03017 -0.64
H 0.05344 0.72128 -6.13957 0.22
H 0.32368 2.31073 -5.45588 0.22
H 2.28310 1.84524 -4.72845 0.23
H 2.31391 0.64875 -5.91888 0.22
H 2.29097 -0.02847 -3.02236 0.26
H 2.29432 -1.26011 -4.22368 0.25
H -0.29191 1.75583 -3.29076 0.23
H -1.62394 0.98257 -4.17033 0.27
C -2.12777 -4.28214 -0.95118 -0.42
C -2.15564 -4.98430 0.41260 -0.41
C -1.58728 -3.87633 1.38334 -0.65
S -0.06794 -3.26166 0.51696 2.09
O 1.17642 -3.99701 0.86679 -0.93
O -0.08450 -1.80452 0.61474 -0.98
C -0.64083 -3.91027 -1.11803 -0.63
H -2.86270 -3.48326 -1.04995 0.27
H -2.32070 -4.98636 -1.76046 0.22
H -1.60857 -5.92706 0.41837 0.22
H -3.21037 -5.22909 0.53800 0.23
H -1.26321 -4.28032 2.34243 0.23
H -2.28448 -3.05913 1.56836 0.28
H 0.12426 -4.66604 -1.29561 0.24
H -0.30695 -3.09643 -1.76168 0.27
C -0.56783 -1.21119 5.19055 -0.40
C 0.51195 -1.75955 4.23496 -0.42
C 1.27893 -0.60754 3.74645 -0.62
S 0.04074 0.73682 3.44649 2.07
O -0.27200 0.76978 1.95309 -0.94
O 0.43576 1.94286 4.19074 -0.93
C -1.27802 -0.14356 4.35251 -0.66
H -0.07455 -0.75790 6.05037 0.21
H -1.25440 -2.01516 5.45580 0.23
H 0.04723 -2.38385 3.47182 0.22
H 1.18318 -2.48888 4.68843 0.23
H 1.89942 -0.62727 2.85051 0.26
H 1.85915 -0.22368 4.58555 0.23
H -1.78663 -0.74744 3.60102 0.25
H -2.08623 0.50821 4.68430 0.27
```

Summary:
**Kohn-Sham gap**: 7.31 eV
**Electronic energy**: -85137.553 eV
**Energy above the lowest of the compared OMol25 structures with the same formula, charge and spin**: 0.0968 eV


Formula: C4H11HgINO
Source: the OMol25 dataset
Level of theory: ωB97M-V with the def2-TZVPD basis set

```
19
Properties=species:S:1:pos:R:3:nbo_charge:R:1
Hg 1.23275 8.13513 3.97336 0.34
I -2.54029 6.51768 1.56183 0.33
C -0.49321 0.23242 -2.03660 -0.60
C -0.06303 -0.24402 -0.61952 -0.07
C 0.72596 -1.54315 -0.46802 -0.07
O 0.77298 -1.75008 0.94202 -0.49
C -0.04916 -2.71617 1.43290 -0.26
N 0.56658 0.88137 -0.02198 -0.67
H -1.03232 -0.59549 -2.49706 0.23
H 0.36454 0.43449 -2.67810 0.21
H -1.03259 1.16570 -1.87488 0.21
H -0.93868 -0.48518 -0.01688 0.20
H 1.72248 -1.44829 -0.89934 0.19
H 0.23832 -2.35556 -1.00683 0.19
H 0.36733 -3.66543 1.09592 0.17
H -1.11961 -2.78004 1.23757 0.17
H 0.07702 -2.66069 2.51415 0.20
H -0.07010 1.66391 0.02657 0.36
H 1.27103 1.21340 -0.66510 0.35
```

Summary:
**Kohn-Sham gap**: 1.85 eV
**Charge**: +1
**Electronic energy**: -20126.877 eV